# 1
The following is a quantum chemistry calculation of a cluster of 26 separate species, C7H62FIN3O25 in total at a distorted geometry, from the Open Molecules 2025 dataset.

Results
Kohn-Sham gap: 8.5 eV
Relative energy (zero: lowest compared OMol25 entry of this formula, charge and spin): 105.4 kJ/mol
HOMO energy: -12.28 eV
Lowest unoccupied orbital energy: -3.8 eV
Charge: +1

Geometry (Å):
N1 -2.114 2.870 0.069
C1 -1.974 1.724 0.975
N2 -1.514 0.528 0.201
C2 -0.461 -0.267 0.777
C3 -0.288 -1.257 -0.254
C4 0.835 -2.309 0.012
C5 2.221 -1.602 -0.382
C6 2.527 -1.928 -1.884
F1 3.614 -1.082 -2.271
N3 -1.151 -1.072 -1.335
C7 -1.883 0.058 -0.998
I1 -3.344 0.892 -2.300
H1 -1.270 3.439 0.127
H2 -2.948 3.416 0.267
H3 -1.184 2.005 1.726
H4 -2.910 1.450 1.521
H5 0.057 -0.131 1.745
H6 0.820 -2.627 1.087
H7 0.653 -3.225 -0.611
H8 2.025 -0.492 -0.320
H9 3.051 -1.833 0.326
H10 2.793 -3.014 -1.958
H11 1.680 -1.639 -2.566
H12 -1.188 -1.662 -2.163
O1 4.631 1.368 -1.217
H13 4.081 1.747 -1.916
H14 4.877 0.503 -1.558
O2 -0.276 1.149 3.906
H15 0.180 0.550 4.510
H16 -1.047 1.439 4.409
O3 -2.800 5.579 0.331
H17 -3.190 5.833 -0.514
H18 -2.340 6.377 0.626
O4 1.033 1.422 -2.922
H19 0.666 2.225 -2.531
H20 0.533 0.710 -2.508
O5 0.051 -5.255 0.212
H21 0.325 -6.160 0.422
H22 -0.902 -5.327 0.076
O6 3.138 -5.012 1.109
H23 3.420 -5.910 1.318
H24 2.186 -5.087 0.975
O7 -1.838 6.685 2.709
H25 -2.018 7.047 3.587
H26 -2.069 5.750 2.790
O8 -4.817 2.525 -5.424
H27 -4.756 3.470 -5.237
H28 -4.377 2.107 -4.677
O9 -4.747 6.247 3.173
H29 -5.515 6.296 2.589
H30 -4.057 6.722 2.693
O10 3.529 2.608 -3.937
H31 2.651 2.278 -3.705
H32 3.417 3.565 -3.960
O11 6.420 -2.588 -2.585
H33 5.603 -2.087 -2.478
H34 6.173 -3.492 -2.348
O12 -6.570 -0.293 -3.413
H35 -6.241 -0.923 -4.064
H36 -5.782 0.178 -3.119
O13 -8.005 6.491 3.039
H37 -7.767 5.910 3.771
H38 -8.850 6.869 3.306
O14 -2.235 -0.801 4.613
H39 -2.326 -0.298 3.797
H40 -1.513 -1.418 4.429
O15 0.810 -7.736 -0.707
H41 0.711 -7.213 -1.512
H42 1.513 -8.361 -0.920
O16 -1.829 -3.551 4.277
H43 -2.673 -3.089 4.360
H44 -2.040 -4.461 4.512
O17 5.781 -5.497 -3.269
H45 5.692 -4.983 -4.080
H46 6.472 -6.142 -3.475
O18 1.571 5.194 -3.777
H47 1.198 5.161 -4.666
H48 1.763 6.131 -3.640
O19 -4.502 -3.459 6.053
H49 -4.479 -3.414 7.019
H50 -4.609 -2.541 5.780
O20 -3.763 -3.718 8.976
H51 -4.013 -3.442 9.865
H52 -2.861 -4.044 9.075
O21 1.322 6.050 3.055
H53 0.361 6.115 2.981
H54 1.464 5.279 3.616
O22 7.799 -7.382 -4.938
H55 7.710 -6.869 -5.749
H56 8.487 -8.025 -5.142
O23 5.336 5.299 -5.652
H57 4.624 4.889 -5.151
H58 6.114 4.781 -5.417
O24 3.835 6.177 -1.731
H59 3.748 5.801 -0.847
H60 3.240 5.644 -2.271
O25 -2.000 -7.581 0.133
H61 -2.688 -8.002 0.661
H62 -1.211 -8.110 0.308

***

# 2
The following is a quantum chemistry calculation of a structure of composition C55H48N5O5Ti at a distorted geometry, from the Open Molecules 2025 dataset.

Results
⟨S²⟩: 2.036
Multiplicity: 3
Kohn-Sham gap (spin up / spin down): 4.7 / 6.5 eV
HOMO energy (spin up / spin down): -2.72 / -4.48 eV
Lowest unoccupied orbital energy (spin up / spin down): 2.0 / 2.0 eV
Charge: -1

Geometry (Å):
Ti1 0.451 -0.348 0.619
N1 -5.186 -9.067 1.366
C1 -4.550 -8.108 1.310
C2 -3.764 -6.921 1.241
C3 -2.646 -6.850 0.401
C4 -1.892 -5.700 0.341
C5 -2.220 -4.556 1.096
C6 -3.347 -4.650 1.935
C7 -4.098 -5.802 2.012
C8 -1.432 -3.334 0.995
C9 -0.002 -3.445 1.000
C10 0.759 -4.599 1.270
C11 2.098 -4.272 1.022
C12 2.101 -2.937 0.645
N2 0.847 -2.410 0.660
C13 -2.119 -2.089 0.848
C14 -3.504 -1.905 0.680
C15 -3.740 -0.526 0.670
C16 -2.503 0.079 0.810
N3 -1.501 -0.848 0.891
H1 -2.387 -7.707 -0.208
H2 -1.041 -5.650 -0.325
H3 -3.602 -3.802 2.556
H4 -4.950 -5.860 2.677
H5 0.382 -5.550 1.611
H6 2.958 -4.922 1.097
H7 2.950 -2.353 0.320
H8 -4.238 -2.681 0.541
H9 -4.692 -0.026 0.573
H10 -2.278 1.133 0.873
C17 -3.480 2.917 -1.766
C18 -2.103 3.141 -2.377
C19 -2.131 4.182 -3.485
O1 -1.582 1.939 -2.907
C20 -0.769 1.380 -1.878
C21 -0.102 2.640 -1.315
O2 -1.211 3.549 -1.349
C22 0.501 2.572 0.135
O3 0.034 1.479 0.825
C23 2.058 2.625 0.119
C24 2.691 2.872 1.342
C25 4.053 3.099 1.417
C26 4.834 3.066 0.266
C27 4.233 2.752 -0.940
C28 2.859 2.533 -1.012
C29 0.087 3.877 0.853
C30 -0.657 3.814 2.020
C31 -0.990 4.974 2.710
C32 -0.582 6.210 2.235
C33 0.160 6.279 1.061
C34 0.494 5.122 0.380
C35 0.113 0.200 -2.328
O4 0.692 -0.294 -1.166
C36 1.221 0.557 -3.321
C37 2.413 -0.162 -3.247
C38 3.457 0.100 -4.118
C39 3.331 1.092 -5.083
C40 2.147 1.810 -5.166
C41 1.097 1.543 -4.296
C42 -0.772 -0.880 -2.989
C43 -0.881 -2.126 -2.385
C44 -1.687 -3.112 -2.937
C45 -2.386 -2.868 -4.108
C46 -2.262 -1.633 -4.730
C47 -1.458 -0.647 -4.180
H11 -4.213 2.730 -2.551
H12 -3.767 3.801 -1.196
H13 -3.450 2.056 -1.098
H14 -2.763 3.834 -4.301
H15 -1.118 4.349 -3.854
H16 -2.523 5.119 -3.089
H17 -1.410 0.959 -1.102
H18 0.648 3.005 -2.021
H19 2.092 2.898 2.245
H20 4.507 3.315 2.378
H21 5.898 3.262 0.315
H22 4.830 2.682 -1.842
H23 2.436 2.285 -1.974
H24 -0.956 2.839 2.384
H25 -1.563 4.909 3.627
H26 -0.834 7.115 2.775
H27 0.489 7.240 0.685
H28 1.088 5.182 -0.526
H29 2.504 -0.917 -2.477
H30 4.377 -0.467 -4.042
H31 4.147 1.302 -5.763
H32 2.039 2.589 -5.912
H33 0.183 2.116 -4.369
H34 -0.328 -2.316 -1.477
H35 -1.774 -4.070 -2.438
H36 -3.022 -3.634 -4.535
H37 -2.802 -1.432 -5.648
H38 -1.374 0.308 -4.677
C48 4.608 -0.023 1.139
C49 3.283 -0.199 1.813
O5 2.228 -0.127 1.189
N4 3.295 -0.515 3.145
C50 2.341 -1.501 3.687
C51 1.075 -0.885 4.218
C52 0.833 -0.839 5.584
C53 -0.358 -0.308 6.050
C54 -1.269 0.155 5.115
C55 -0.949 0.061 3.771
N5 0.196 -0.445 3.314
H39 4.454 0.310 0.115
H40 5.140 -0.978 1.141
H41 5.221 0.714 1.662
H42 4.228 -0.598 3.514
H43 2.854 -2.024 4.492
H44 2.079 -2.222 2.908
H45 1.571 -1.227 6.275
H46 -0.576 -0.268 7.110
H47 -2.218 0.576 5.417
H48 -1.653 0.390 3.017

***

# 3
The following is a quantum chemistry calculation of a cluster of 7 separate species, C5H26N3O6 in total at a distorted geometry, from the Open Molecules 2025 dataset.

Results
Kohn-Sham gap: 8.8 eV
Relative energy (zero: lowest compared OMol25 entry of this formula, charge and spin): 185.6 kJ/mol
HOMO energy: -11.33 eV
Lowest unoccupied orbital energy: -2.5 eV
Charge: +1

Geometry (Å):
C1 -0.377 2.798 2.511
C2 -0.355 1.792 1.395
C3 0.952 1.007 1.440
C4 1.164 0.031 0.331
C5 1.619 0.293 -0.929
N1 1.504 -0.515 -2.000
N2 0.543 -1.233 0.672
N3 -1.502 0.848 1.565
H1 -0.018 3.691 2.044
H2 -1.345 2.999 3.012
H3 0.235 2.536 3.420
H4 -0.549 2.186 0.376
H5 1.776 1.731 1.498
H6 0.928 0.466 2.426
H7 1.903 1.351 -1.212
H8 2.074 -0.416 -2.837
H9 1.088 -1.431 -1.991
H10 -0.453 -1.084 1.004
H11 1.096 -1.672 1.421
H12 0.375 -1.870 -0.100
H13 -1.570 0.540 2.570
H14 -2.375 1.370 1.562
H15 -0.757 1.222 -2.340
H16 -0.898 2.639 -3.019
O1 -0.594 2.169 -2.236
H17 1.646 -2.657 4.563
H18 0.323 -3.289 4.728
O2 0.798 -2.721 4.109
H19 -2.891 -1.843 1.065
H20 -3.183 -3.101 0.299
O3 -2.684 -2.274 0.225
H21 -2.155 -0.990 -3.226
H22 -2.009 -1.069 -1.629
O4 -1.565 -1.152 -2.484
H23 1.337 3.146 -2.056
H24 2.361 4.286 -2.367
O5 2.249 3.335 -2.293
H25 -1.269 -3.568 -1.796
H26 -0.002 -3.490 -2.497
O6 -0.376 -3.229 -1.642

***

# 4
The following is a quantum chemistry calculation of a cluster of 2 separate species, CH6SSi in total at a distorted geometry, from the Open Molecules 2025 dataset.

Results
Kohn-Sham gap: 8.2 eV
Relative energy (zero: lowest compared OMol25 entry of this formula, charge and spin): 309.8 kJ/mol
HOMO energy: -8.85 eV
Lowest unoccupied orbital energy: -0.6 eV

Geometry (Å):
C1 -0.880 -0.763 0.122
Si1 0.163 0.740 -0.415
S1 2.172 0.186 0.306
H1 -1.695 -0.980 -0.699
H2 -0.289 -1.549 0.417
H3 -1.450 -0.526 0.984
H4 0.195 3.042 0.575
H5 0.172 0.908 -1.783
H6 1.611 -1.060 0.494

***

# 5
The following is a quantum chemistry calculation of a structure of composition C42H36AuN5O3S3 at a distorted geometry, from the Open Molecules 2025 dataset.

Results
Kohn-Sham gap (spin up / spin down): 5.6 / 5.6 eV
HOMO energy (spin up / spin down): -7.69 / -7.69 eV
Lowest unoccupied orbital energy (spin up / spin down): -2.1 / -2.1 eV

Geometry (Å):
Au1 0.314 0.135 -0.440
O1 -1.031 -1.517 -1.000
C1 -2.328 -1.338 -1.403
C2 -2.641 0.178 -1.662
C3 -2.597 0.957 -0.390
C4 -3.740 1.259 0.341
C5 -3.628 2.034 1.483
C6 -2.383 2.509 1.864
C7 -1.268 2.153 1.114
C8 0.116 2.570 1.491
C9 0.773 1.413 2.309
O2 1.010 0.312 1.533
C10 -0.140 1.149 3.509
C11 -0.068 1.982 4.620
C12 -0.873 1.758 5.720
C13 -1.781 0.710 5.716
C14 -1.869 -0.110 4.604
C15 -1.049 0.105 3.510
C16 2.153 1.757 2.877
C17 2.875 2.913 2.636
C18 4.116 3.090 3.236
C19 4.645 2.114 4.061
C20 3.939 0.942 4.276
C21 2.708 0.764 3.681
N1 -1.403 1.384 0.033
C22 -2.426 -2.211 -2.659
C23 -2.479 -1.742 -3.964
C24 -2.335 -2.626 -5.023
C25 -2.121 -3.974 -4.793
C26 -2.089 -4.450 -3.492
C27 -2.244 -3.575 -2.436
C28 -3.366 -1.822 -0.398
C29 -4.686 -1.945 -0.815
C30 -5.669 -2.298 0.088
C31 -5.334 -2.540 1.411
C32 -4.013 -2.470 1.817
C33 -3.027 -2.112 0.913
H1 -3.622 0.274 -2.126
H2 -1.863 0.561 -2.319
H3 -4.697 0.896 0.000
H4 -4.502 2.281 2.069
H5 -2.264 3.141 2.730
H6 0.090 3.480 2.091
H7 0.714 2.724 0.588
H8 0.640 2.799 4.635
H9 -0.784 2.401 6.586
H10 -2.407 0.526 6.578
H11 -2.577 -0.924 4.585
H12 -1.089 -0.541 2.648
H13 2.480 3.691 1.999
H14 4.677 3.995 3.053
H15 5.604 2.262 4.535
H16 4.344 0.164 4.905
H17 2.156 -0.151 3.835
H18 -2.608 -0.692 -4.174
H19 -2.370 -2.254 -6.038
H20 -1.978 -4.652 -5.622
H21 -1.928 -5.500 -3.297
H22 -2.190 -3.934 -1.420
H23 -4.928 -1.773 -1.857
H24 -6.696 -2.387 -0.240
H25 -6.105 -2.801 2.120
H26 -3.748 -2.701 2.839
H27 -1.983 -2.063 1.193
S1 6.578 -0.481 2.607
C34 5.399 -0.399 1.459
S2 4.155 -1.594 1.221
C35 3.499 -0.575 -0.083
N2 4.158 0.515 -0.244
N3 5.207 0.614 0.582
C36 6.071 1.726 0.475
C37 5.536 3.005 0.460
C38 6.383 4.097 0.426
C39 7.756 3.915 0.377
C40 8.284 2.635 0.343
C41 7.445 1.535 0.394
S3 2.267 -1.164 -1.083
H28 4.467 3.128 0.499
H29 5.970 5.096 0.449
H30 8.413 4.772 0.355
H31 9.354 2.491 0.281
H32 7.848 0.535 0.369
N4 1.369 0.345 -4.627
C42 0.700 -0.026 -3.506
N5 0.367 -1.311 -3.373
O3 0.341 0.843 -2.692
H33 1.799 -0.343 -5.222
H34 1.738 1.281 -4.654
H35 0.792 -2.044 -3.911
H36 -0.106 -1.567 -2.497

***

# 6
The following is a quantum chemistry calculation of a cluster of 3 separate species, C35H68B2I2N6O8S in total at a distorted geometry, from the Open Molecules 2025 dataset.

Results
Kohn-Sham gap: 7.8 eV
HOMO energy: -8.00 eV
Lowest unoccupied orbital energy: -0.2 eV

Geometry (Å):
C1 2.185 2.306 -3.279
O1 1.047 1.780 -2.591
B1 0.716 0.465 -2.875
O2 0.767 0.106 -4.212
C2 0.362 -0.578 -1.731
C3 1.662 -1.057 -1.006
C4 2.860 -0.092 -1.031
C5 3.933 -0.563 -0.017
C6 4.524 0.603 0.817
S1 6.257 0.939 0.350
C7 5.985 2.060 -0.980
N1 5.298 3.116 -0.797
N2 5.270 3.738 -2.039
C8 5.915 3.035 -2.832
O3 6.427 1.926 -2.222
N3 0.038 -1.825 -2.535
C9 -0.613 -2.577 -1.494
O4 -0.254 -3.593 -0.981
C10 -1.873 -1.694 -1.217
C11 -2.585 -2.473 -0.052
C12 -3.803 -1.835 0.629
N4 -3.933 -2.277 2.041
C13 -2.940 -1.655 -2.317
I1 -4.569 -0.227 -2.320
C14 -3.020 -2.531 -3.313
C15 -2.124 -3.725 -3.506
I2 -4.527 -2.476 -4.861
C16 -0.965 -0.387 -0.839
C17 -1.782 0.859 -1.140
C18 -1.180 2.237 -0.815
C19 -1.887 2.886 0.407
C20 -2.757 4.086 0.033
O5 -3.783 4.269 1.039
C21 -4.884 3.509 0.721
C22 -5.892 4.216 -0.166
O6 -5.049 2.385 1.137
C23 -0.787 -0.475 0.695
B2 0.156 0.539 1.453
O7 -0.116 0.691 2.788
O8 1.213 1.273 0.932
H1 2.873 1.528 -3.593
H2 2.725 2.927 -2.566
H3 1.909 2.959 -4.104
H4 0.330 0.826 -4.682
H5 1.489 -1.373 0.020
H6 2.024 -1.954 -1.489
H7 2.611 0.948 -0.868
H8 3.339 -0.210 -2.004
H9 3.548 -1.315 0.671
H10 4.747 -1.028 -0.560
H11 4.610 0.273 1.847
H12 3.932 1.510 0.766
H13 6.071 3.255 -3.865
H14 -0.542 -1.665 -3.346
H15 -2.957 -3.378 -0.536
H16 -1.918 -2.826 0.724
H17 -3.757 -0.749 0.644
H18 -4.704 -2.079 0.073
H19 -4.066 -1.464 2.627
H20 -4.795 -2.801 2.118
H21 -1.094 -3.501 -3.764
H22 -2.510 -4.406 -4.253
H23 -2.103 -4.288 -2.574
H24 -2.695 0.771 -0.569
H25 -2.005 0.850 -2.205
H26 -1.343 2.912 -1.653
H27 -0.118 2.262 -0.606
H28 -2.488 2.175 0.967
H29 -1.130 3.250 1.099
H30 -2.149 4.980 0.109
H31 -3.185 4.015 -0.968
H32 -6.742 4.526 0.428
H33 -5.430 5.090 -0.613
H34 -6.171 3.522 -0.951
H35 -1.760 -0.290 1.138
H36 -0.412 -1.450 1.001
H37 0.394 1.426 3.142
H38 2.028 1.123 1.419
C24 -2.187 -7.042 -0.198
C25 -3.667 -6.795 0.046
N5 -4.499 -7.277 -1.036
C26 -5.875 -6.822 -0.962
C27 -6.765 -7.307 0.189
C28 -4.324 -8.671 -1.404
C29 -4.572 -9.734 -0.324
H39 -1.870 -6.593 -1.141
H40 -1.604 -6.587 0.604
H41 -1.936 -8.103 -0.217
H42 -3.814 -5.714 0.132
H43 -3.945 -7.220 1.024
H44 -6.369 -7.072 -1.906
H45 -5.849 -5.727 -0.936
H46 -7.094 -8.335 0.044
H47 -7.664 -6.690 0.236
H48 -6.269 -7.231 1.158
H49 -3.305 -8.798 -1.777
H50 -4.958 -8.884 -2.268
H51 -4.144 -9.455 0.640
H52 -4.110 -10.676 -0.626
H53 -5.633 -9.934 -0.187
C30 6.098 6.967 5.723
C31 6.436 6.057 4.551
N6 5.286 5.697 3.744
C32 5.566 4.640 2.786
C33 6.565 4.925 1.660
C34 4.496 6.807 3.240
C35 5.197 7.846 2.354
H54 5.342 6.512 6.365
H55 6.992 7.140 6.323
H56 5.734 7.942 5.396
H57 6.868 5.138 4.957
H58 7.230 6.534 3.956
H59 4.623 4.312 2.340
H60 5.930 3.774 3.349
H61 6.130 5.549 0.881
H62 6.850 3.984 1.189
H63 7.479 5.397 2.023
H64 4.061 7.329 4.096
H65 3.635 6.403 2.702
H66 6.182 8.121 2.735
H67 4.596 8.757 2.315
H68 5.307 7.498 1.328